Entry 1:
One molecule with the formula C13H16N4O3, computed with wB97M-V/def2-TZVPD.

Structure (XYZ):
```
36
Properties=species:S:1:pos:R:3:forces:R:3:nbo_charge:R:1
C -1.07303 -2.92996 0.53633 -1.508 -2.449 1.014 0.79
H -2.22918 -3.83943 -2.50284 0.381 0.417 0.891 0.23
H 4.55017 3.91924 1.14205 0.025 -0.213 -0.221 0.21
C -0.14669 -0.63441 -0.64315 -0.098 0.005 1.788 -0.09
H 1.95650 2.85128 -0.48968 -0.182 -0.435 0.675 0.21
C 1.08693 1.02440 0.32201 -0.931 -0.681 -1.774 0.44
C -2.49091 -3.59954 -1.44398 1.188 0.262 -1.176 -0.31
N -1.42532 -2.76241 -0.79513 0.693 1.292 0.890 -0.44
H 4.02402 1.69856 0.15527 -0.239 0.091 0.329 0.21
C 3.81196 3.32736 1.67972 -0.120 -0.606 0.385 -0.41
C 3.34716 2.02013 0.96489 0.735 -0.039 -0.266 -0.40
C 2.51769 4.14495 1.89050 0.242 0.515 0.027 -0.41
N 0.78698 0.17631 1.26197 -0.694 -1.487 1.378 -0.51
H -3.93181 -1.96622 -3.39283 0.439 0.503 -0.619 0.24
H 2.51837 5.02633 1.20046 -0.157 -0.658 0.604 0.20
O -1.06318 -1.44713 -2.60547 -0.226 -0.308 0.475 -0.63
H -4.66662 -3.53269 -3.31732 -0.201 -0.117 -0.003 0.23
C 1.92787 2.28771 0.47758 -0.624 -0.399 -0.289 -0.26
N -0.43454 -1.97423 1.26288 0.512 0.591 0.474 -0.59
O -4.46151 -2.80219 -0.43863 0.846 0.595 -0.320 -0.52
H 0.48518 3.68950 1.23070 -0.310 0.070 0.335 0.22
H 2.44330 4.48862 2.92553 0.036 0.309 -0.231 0.22
H 4.28292 3.03268 2.63515 -0.223 0.305 -0.353 0.21
C 1.37262 3.18313 1.59687 -0.037 -0.001 -0.168 -0.39
C -0.89041 -1.63146 -1.39510 -0.256 1.581 -3.921 0.65
H 3.28416 1.21320 1.69739 0.120 -0.016 -0.051 0.22
C -3.81826 -2.86969 -1.47145 -2.358 -1.059 0.826 0.57
H -5.48386 -2.09483 -2.55875 -0.045 -0.242 -0.059 0.24
C 0.00195 -0.83548 0.69404 2.155 2.396 -0.820 0.35
N 0.49580 0.60256 -0.86096 0.198 -0.246 -0.394 -0.51
H 0.61977 1.02805 -1.75924 -0.034 0.095 -0.199 0.43
C -4.54459 -2.59314 -2.78278 0.785 0.146 0.727 -0.71
H 0.02411 -2.26878 2.10939 -0.398 -0.292 0.177 0.44
H 1.14766 2.58502 2.50704 -0.006 0.219 -0.734 0.22
O -1.38542 -3.95007 1.10286 -0.069 -0.938 0.342 -0.62
H -2.63980 -4.56738 -0.93532 0.364 0.793 0.260 0.28
```
Positions in Å, forces in eV/Å.

Values from the calculation:
- Kohn-Sham gap: 9.2426 eV
- Spin multiplicity: 1

---

Entry 2:
One molecule with the formula C13H16N4O3S, computed with wB97M-V/def2-TZVPD.

Structure (XYZ):
```
37
Properties=species:S:1:pos:R:3:forces:R:3:nbo_charge:R:1
H -1.90132 -0.82965 2.09167 0.082 0.030 0.117 0.22
C -3.55410 -0.06665 -0.74550 0.013 0.051 0.090 -0.24
H 1.19950 3.11421 0.10308 0.021 -0.144 -0.012 0.23
H -3.21320 2.24721 0.55479 0.036 -0.090 0.109 0.20
N 3.60978 -1.49249 1.88941 0.237 -0.112 0.483 -0.45
C 2.51165 1.82714 -1.77846 0.361 0.007 -0.355 -0.43
C -2.75882 -2.25540 0.74368 0.023 -0.063 0.079 -0.19
H -4.39774 -1.48491 -2.10532 -0.045 -0.013 -0.057 0.21
H 3.51607 -1.79051 -1.27428 0.107 -0.064 0.064 0.45
H 3.43510 1.72580 -1.19522 0.010 0.018 0.006 0.18
H -3.86292 0.78861 -1.33164 -0.051 0.096 -0.046 0.20
C -3.85600 -1.34448 -1.18090 -0.031 -0.040 -0.151 -0.21
H -2.38531 1.54674 1.97554 -0.116 0.072 -0.133 0.23
N 3.39437 -1.57690 -0.29600 0.201 -0.087 -0.161 -0.50
C -0.04389 1.62776 1.01570 0.183 0.656 -0.120 0.68
H 1.82472 -0.40288 2.27970 -0.199 0.144 0.076 0.25
C 1.22794 2.03028 0.26052 0.000 -0.009 0.532 -0.33
H 2.38674 2.87091 -2.06559 -0.022 -0.007 0.039 0.21
C 2.46802 -0.84913 1.54790 -0.318 0.128 -0.160 -0.03
O -0.18390 -0.53790 -0.57289 0.309 0.045 0.244 -0.91
C -2.85718 0.12504 0.43864 -0.142 0.084 0.104 0.06
H -2.44110 -3.10995 1.32310 0.024 -0.067 0.049 0.21
H 5.05387 -2.47688 0.71021 0.181 -0.144 -0.138 0.20
C -2.45962 -0.97852 1.18015 -0.138 0.006 0.037 -0.22
H -1.11609 1.99418 -0.64762 0.096 0.003 0.040 0.40
S 1.15135 -0.27384 -0.99660 0.064 -0.131 -0.107 2.33
C 2.31169 -0.89207 0.18587 -0.502 0.303 -0.460 -0.29
H -3.68777 -3.43914 -0.77986 -0.023 -0.068 -0.017 0.21
C -3.45755 -2.44077 -0.43678 -0.015 -0.101 -0.063 -0.22
C 4.13946 -1.92252 0.77563 -0.010 0.008 -0.251 0.18
O 1.58197 -0.78274 -2.26956 0.287 0.105 0.083 -0.95
N 1.34807 1.39544 -1.03583 -0.368 -0.894 -0.075 -0.65
C -2.47576 1.51131 0.88784 0.010 -0.050 0.068 -0.26
H 2.08772 1.79664 0.90582 -0.144 0.057 -0.057 0.21
N -1.18103 1.91040 0.35599 -0.304 0.259 -0.139 -0.60
H 2.57399 1.21081 -2.67122 0.157 0.202 -0.062 0.24
O 0.01126 1.22484 2.15806 0.029 -0.190 0.345 -0.63
```
Positions in Å, forces in eV/Å.

Values from the calculation:
- Kohn-Sham gap: 9.4944 eV
- Spin multiplicity: 1

---

Entry 3:
C13H16N4O3Ti as an isolated structure, computed with wB97M-V/def2-TZVPD.

Structure (XYZ):
```
37
Properties=species:S:1:pos:R:3:forces:R:3:nbo_charge:R:1
Ti 0.02353 -0.04070 0.11362 -0.063 -0.338 2.000 1.57
H 0.03759 2.62109 -4.13626 0.024 -0.005 0.015 0.24
C 0.09767 1.59634 -2.25822 -0.420 -0.111 0.201 0.35
H -0.71599 1.01776 -4.12360 0.007 0.015 -0.020 0.26
H -1.55381 2.35838 -3.36915 0.006 0.006 -0.004 0.26
H 4.28644 1.02952 -1.30678 -0.005 -0.037 0.029 0.25
C -4.34982 -0.75936 -2.02934 0.148 -0.011 0.125 -0.17
C 2.19401 1.30532 -0.98816 0.288 0.497 -0.554 0.46
C -5.50852 -1.44731 -2.33558 -0.003 0.018 -0.005 -0.21
H 3.79679 2.71429 -1.08894 0.035 -0.008 -0.013 0.24
H -1.06096 -2.33719 1.14372 -0.049 -0.049 -0.024 0.44
C -5.59439 -2.81171 -2.08604 -0.031 0.006 -0.007 -0.17
H -0.50655 -1.78328 4.59157 -0.009 -0.021 0.001 0.42
C 3.62027 1.69549 -0.75475 -0.081 -0.137 0.084 -0.67
H -4.59383 -4.54838 -1.32642 0.006 0.003 -0.013 0.22
N -0.81518 -2.28762 2.12616 0.005 0.190 -0.022 -0.80
O -0.98266 -1.37636 -0.63252 -1.397 -1.622 -0.886 -0.75
N -1.87860 0.51794 -1.57190 -0.373 -0.042 -0.158 -0.35
H -0.22152 -0.09324 4.39218 -0.002 0.059 -0.053 0.43
C -2.01410 -0.71661 -1.19011 0.073 0.171 -0.490 0.52
H -6.49945 -3.34857 -2.33778 0.003 -0.003 0.020 0.23
C -3.26648 -1.43668 -1.46437 -0.173 -0.087 0.091 -0.09
H 3.85989 1.60944 0.30374 0.018 0.016 -0.007 0.24
O 1.69661 0.37646 -0.18829 2.745 0.937 -0.876 -0.68
C -4.52354 -3.48636 -1.52020 -0.023 -0.076 0.014 -0.21
O -0.46614 -0.04203 1.93769 -0.521 -0.437 1.957 -0.70
C -0.56697 1.93502 -3.54974 0.012 0.042 0.006 -0.67
H 1.98334 2.52236 -2.69753 0.015 0.051 0.054 0.24
N -0.43276 -0.98722 3.98354 0.086 0.128 -0.025 -0.77
H -0.98645 -3.08958 2.70682 0.018 -0.039 0.010 0.42
H -6.34725 -0.92104 -2.77103 0.005 -0.009 -0.006 0.23
C -3.35985 -2.80302 -1.20904 0.092 0.148 0.030 -0.19
N -0.58908 0.98947 -1.30765 -0.175 1.052 -2.073 -0.43
H -2.51092 -3.32495 -0.78736 -0.016 -0.041 -0.031 0.21
H -4.25696 0.30119 -2.21374 -0.070 0.013 -0.045 0.24
C 1.46797 1.86621 -2.01232 0.149 -0.083 0.239 -0.41
C -0.56616 -1.08596 2.66249 -0.324 -0.197 0.440 0.81
```
Positions in Å, forces in eV/Å.

Values from the calculation:
- Kohn-Sham gap (alpha / beta): 8.0332 / 8.2441 eV
- Total charge: +1
- <S²>: 0.758
- Spin multiplicity: 2

---

Entry 4:
C13H16N5O2PdS2 as an isolated structure, computed with wB97M-V/def2-TZVPD.

Structure (XYZ):
```
39
Properties=species:S:1:pos:R:3:forces:R:3:nbo_charge:R:1
H 7.61710 -4.13138 1.55127 -0.001 0.009 -0.004 0.23
H -3.81678 3.22168 -0.03622 -0.011 0.007 -0.023 0.41
H -1.04844 1.16895 3.68449 0.006 0.006 -0.008 0.20
C 7.87824 -3.15628 1.14114 -0.018 0.022 -0.018 -0.64
C 1.48770 -0.00082 2.02950 0.302 -0.447 -0.467 0.33
C -0.02837 0.84734 3.50980 0.006 -0.048 -0.016 0.06
H 3.48247 -0.36854 2.73726 -0.007 0.010 0.027 0.23
H 2.95878 0.48502 5.01748 -0.011 -0.030 -0.002 0.23
H 8.50343 -2.63209 1.86178 -0.003 -0.001 -0.006 0.23
Pd 0.83261 1.18184 -0.42163 -1.198 0.387 1.301 0.84
H 8.47498 -3.32757 0.24298 -0.003 0.003 0.000 0.24
S 2.94391 -0.03851 -0.19772 -0.175 -0.291 -0.337 2.22
H 7.45717 -0.49105 1.46361 -0.014 -0.013 -0.001 0.23
H 3.54508 -2.77688 -0.53332 0.007 0.029 0.007 0.24
H 5.57109 -4.06292 0.05010 0.001 0.016 0.022 0.23
C 4.38388 -0.91401 0.15470 0.271 -0.074 0.280 -0.35
N 1.66703 -0.51315 0.70544 -0.404 0.923 -0.516 -0.84
H -0.98695 -0.13582 0.44882 -0.172 -0.049 0.133 0.45
C -1.85228 2.66259 -0.31225 -0.019 0.121 0.029 0.31
C 6.64723 -2.36342 0.80364 0.049 -0.035 0.033 0.05
C 2.19471 0.45998 4.25158 0.006 -0.008 0.024 -0.13
N -2.86803 3.51628 -0.19569 0.054 -0.006 0.045 -0.75
C 6.59848 -0.99061 1.03223 0.038 0.027 -0.007 -0.22
N 0.24785 0.41037 2.27728 -0.259 -0.068 0.186 -0.52
H 0.62796 1.25233 5.50811 0.002 0.011 -0.017 0.24
C 5.47015 -0.25208 0.71577 -0.049 -0.141 -0.040 -0.17
C 0.90482 0.89262 4.52752 -0.016 0.036 0.001 -0.26
H -1.36817 -0.20034 -1.20290 0.147 -0.039 -0.081 0.41
H -2.67905 4.50319 -0.24677 -0.015 0.012 0.015 0.44
O 2.49224 -0.32426 -1.54299 0.847 -0.366 -0.109 -0.94
N -2.13730 1.35750 -0.23075 -0.109 -0.032 -0.023 -0.43
O 3.13625 1.39776 0.09576 -0.444 -0.074 -0.199 -0.92
S -0.28053 3.24110 -0.53452 0.369 -0.035 -0.532 -0.05
N -1.13949 0.39511 -0.41414 0.674 0.137 0.329 -0.59
C 4.40206 -2.28583 -0.09040 0.038 0.083 -0.008 -0.16
H 5.42771 0.81432 0.89131 -0.012 -0.006 0.009 0.25
H -3.06889 1.03877 -0.01270 -0.010 -0.095 -0.010 0.40
C 2.49474 -0.00593 2.98694 0.126 0.048 -0.001 -0.27
C 5.53778 -2.99667 0.23834 0.008 -0.030 -0.016 -0.21
```
Positions in Å, forces in eV/Å.

Values from the calculation:
- Kohn-Sham gap (alpha / beta): 6.7424 / 6.8611 eV
- Total charge: +1
- Spin multiplicity: 1

---

One value per record, in order, for maximum force: 4.2; 1.0; 3.0; 1.8 eV/A.
One value per record, in order, for ΔE to the lowest compared entry with this formula, charge and spin: 0.0; 15.3; 15.3; 1.3 kcal per mole.